[1]
{"formula": "CF2NP", "method": "ωB97M-V with the def2-TZVPD basis set", "total_energy_ha": -633.88533, "de_lowest_kcal_mol": 58.5, "lumo_energy_ev": [-2.69, -2.69], "species": ["C", "N", "F", "F", "P"], "coordinates": [[-1.0157, 0.0806, 0.1106], [-1.9553, -0.5768, 0.0458], [1.2971, -1.4534, -0.2535], [1.0621, 1.4469, -0.5879], [0.6118, 0.5027, 0.6849]]}


[2]
{"formula": "C28H29N4O2PPdS4Se", "method": "ωB97M-V with the def2-TZVPD basis set", "multiplicity": 3, "total_energy_ha": -5917.44501, "total_charge": -2, "de_lowest_kcal_mol": 5.2, "lumo_energy_ev": [4.19, 4.18], "s_squared": 2.023, "species": ["Pd", "C", "C", "C", "C", "N", "C", "S", "N", "C", "H", "H", "H", "H", "H", "H", "H", "H", "C", "N", "C", "Se", "N", "C", "C", "C", "C", "C", "C", "H", "H", "H", "H", "H", "H", "H", "H", "S", "P", "S", "C", "C", "C", "C", "C", "C", "C", "C", "C", "C", "C", "C", "H", "H", "H", "H", "H", "H", "H", "H", "H", "H", "S", "C", "O", "C", "O", "H", "H", "H"], "coordinates": [[1.2492, 0.8623, 1.1251], [-4.0676, -2.7340, 2.3507], [-3.2618, -1.5291, 2.8095], [-3.7095, -0.3591, 3.3429], [-2.8072, 0.6617, 3.6637], [-1.4726, 0.4978, 3.4029], [-1.0101, -0.6168, 2.9185], [0.6724, -0.8898, 2.6216], [-1.8766, -1.7089, 2.7333], [-3.2012, 2.0538, 4.0195], [-5.1465, -2.4850, 2.3249], [-3.9160, -3.5943, 3.0257], [-3.7858, -3.0854, 1.3283], [-4.7607, -0.2480, 3.5568], [-1.5166, -2.3810, 2.0995], [-3.9906, 2.0755, 4.7458], [-3.5379, 2.6609, 3.1444], [-2.3405, 2.5880, 4.4651], [4.5787, -2.5101, -2.0063], [3.7029, -2.9184, -0.9330], [2.8317, -2.0537, -0.3392], [2.6906, -0.2039, -0.6063], [1.9974, -2.7700, 0.3955], [2.2634, -4.1317, 0.2612], [1.5309, -5.1861, 0.7273], [1.9098, -6.4560, 0.2674], [2.9181, -6.5851, -0.6873], [3.6110, -5.4891, -1.2034], [3.3250, -4.2400, -0.6348], [4.7944, -1.4433, -1.8647], [4.1626, -2.6705, -3.0004], [5.5254, -3.0737, -1.9369], [1.2933, -2.3346, 0.9965], [0.6521, -5.0473, 1.3543], [1.3403, -7.3619, 0.5916], [3.1240, -7.5567, -1.0812], [4.3453, -5.5574, -2.0250], [1.7408, 3.4606, 1.4718], [0.5448, 3.5912, -0.0962], [-0.3247, 2.0194, -0.9012], [1.3578, 4.5454, -1.4108], [1.6501, 3.9259, -2.6292], [2.1601, 4.6332, -3.7173], [2.3899, 6.0062, -3.5882], [1.9939, 6.6421, -2.3984], [1.4855, 5.9384, -1.3346], [-0.7810, 4.8491, 0.2917], [-0.9651, 5.4826, 1.4769], [-2.1165, 6.2517, 1.7324], [-3.0189, 6.4330, 0.7048], [-2.7873, 5.9057, -0.5489], [-1.7069, 5.0651, -0.7469], [1.3989, 2.8713, -2.6855], [2.4437, 4.1394, -4.5974], [2.8861, 6.6063, -4.3855], [2.1139, 7.6985, -2.3484], [1.1951, 6.4163, -0.4109], [-0.2802, 5.3080, 2.3335], [-2.3110, 6.6945, 2.7005], [-3.8858, 7.0831, 0.9332], [-3.5253, 6.0541, -1.3413], [-1.6030, 4.5352, -1.7183], [-1.2649, -3.7658, -0.3245], [-0.5795, -6.4151, -3.1313], [-0.3706, -5.3918, -2.1125], [-1.5416, -5.0548, -1.4128], [-2.5467, -5.7462, -1.5937], [0.4083, -6.7394, -3.4557], [-1.1488, -5.9778, -3.9695], [-1.1287, -7.2449, -2.7394]]}


[3]
{"formula": "C5H11N2O", "method": "ωB97M-V with the def2-TZVPD basis set", "smiles": "[H]/N=C(\\O)C/[N+](C)=C/C", "total_energy_ha": -381.56447, "total_charge": 1, "de_lowest_kcal_mol": 62.4, "lumo_energy_ev": -4.35, "species": ["H", "N", "C", "O", "C", "N", "C", "C", "C", "H", "H", "H", "H", "H", "H", "H", "H", "H", "H"], "coordinates": [[4.3420, 0.6813, -0.2259], [3.4849, 0.1465, -0.5817], [2.3307, 0.2232, -0.0427], [1.9850, 0.8478, 1.0842], [1.2009, -0.2878, -0.9237], [-0.1060, -0.3141, -0.1994], [-0.4881, -1.3316, 0.7715], [-0.9245, 0.6334, -0.4919], [-2.4140, 0.7197, -0.2514], [2.8414, 0.8991, 1.6793], [1.0828, 0.1185, -1.9230], [1.4008, -1.3778, -1.1604], [-1.2108, -1.9181, 0.1917], [0.3188, -2.0388, 1.1844], [-0.9258, -0.7067, 1.5472], [-0.5850, 1.2349, -1.2631], [-2.7872, -0.1549, 0.2048], [-2.8503, 0.8039, -1.2517], [-2.6208, 1.7140, 0.1658]]}


[4]
{"formula": "C3H6N2", "method": "ωB97M-V with the def2-TZVPD basis set", "smiles": "[H]/N=C(\\C)N=C", "total_energy_ha": -227.37258, "de_lowest_kcal_mol": 32.8, "lumo_energy_ev": 0.16, "species": ["H", "N", "C", "C", "N", "C", "H", "H", "H", "H", "H"], "coordinates": [[-1.5638, -1.1571, 0.6999], [-1.0712, -0.8698, -0.1515], [-0.0031, -0.1880, 0.1431], [0.4773, 0.0570, 1.5422], [0.7250, 0.3404, -0.8710], [0.0595, 0.3858, -1.9891], [1.5686, 0.0007, 1.5679], [0.0609, -0.6782, 2.2344], [0.1689, 1.0601, 1.8503], [0.6100, 0.6430, -2.9060], [-1.0323, 0.4060, -2.1202]]}


[5]
{"formula": "C29H29N2O3", "method": "ωB97M-V with the def2-TZVPD basis set", "total_energy_ha": -1457.41152, "total_charge": 1, "de_lowest_kcal_mol": 28.4, "lumo_energy_ev": -5.20, "species": ["C", "O", "C", "C", "C", "C", "C", "C", "C", "C", "C", "C", "C", "O", "C", "C", "C", "C", "C", "H", "H", "H", "H", "H", "H", "H", "H", "H", "H", "H", "H", "H", "H", "H", "H", "H", "H", "C", "H", "C", "C", "N", "C", "C", "C", "C", "C", "C", "C", "C", "C", "N", "O", "H", "H", "H", "H", "H", "H", "H", "H", "H", "H"], "coordinates": [[-5.6913, -4.3054, 1.5790], [-5.7686, -3.1258, 2.4157], [-4.6258, -2.4672, 2.7496], [-4.7546, -1.3226, 3.5870], [-3.6329, -0.6384, 3.9974], [-2.3175, -1.0218, 3.5903], [-1.1645, -0.2784, 4.0194], [0.1199, -0.4842, 3.5038], [1.3403, -0.2143, 4.1297], [2.5931, -0.7837, 3.6915], [3.7161, -0.9127, 4.5710], [4.9030, -1.4763, 4.1565], [5.0412, -1.9467, 2.8189], [6.2686, -2.3931, 2.4399], [6.4837, -2.8357, 1.0772], [3.9289, -1.8875, 1.9404], [2.7493, -1.2961, 2.3726], [-2.2175, -2.1592, 2.7306], [-3.3379, -2.8598, 2.3008], [-6.7264, -4.6382, 1.4797], [-5.2776, -4.0637, 0.5908], [-5.0891, -5.0910, 2.0549], [-5.7633, -1.0182, 3.8765], [-3.7514, 0.2455, 4.6276], [-1.2936, 0.4624, 4.8156], [0.1603, -0.9175, 2.4983], [1.3225, 0.2855, 5.1053], [3.6185, -0.5964, 5.6124], [5.7736, -1.5641, 4.8123], [7.5419, -3.1023, 1.0457], [5.8687, -3.7157, 0.8457], [6.2770, -2.0323, 0.3571], [4.0032, -2.2748, 0.9188], [1.9081, -1.2533, 1.6825], [-1.2338, -2.4784, 2.3887], [-3.2329, -3.7037, 1.6094], [1.3753, 2.0871, 2.9838], [1.2995, 3.0532, 2.4090], [0.2294, 3.3574, 2.4024], [2.0667, 4.1613, 3.0545], [3.1369, 4.7431, 2.4841], [3.5167, 4.4462, 1.1965], [4.8003, 4.9081, 0.7118], [5.9632, 4.3287, 1.2381], [7.2147, 4.7357, 0.7645], [7.2961, 5.7699, -0.1785], [6.1312, 6.3719, -0.6764], [4.8745, 5.9114, -0.2612], [2.7510, 3.5822, 0.4410], [1.7473, 2.8579, 0.9836], [1.1020, 1.8796, 0.0770], [0.0449, 1.1571, 0.5830], [1.5039, 1.7039, -1.0693], [1.7344, 4.5365, 4.0233], [3.7654, 5.4938, 2.9715], [5.8629, 3.5510, 1.9998], [8.1115, 4.2444, 1.1414], [8.2739, 6.1070, -0.5234], [6.1942, 7.1949, -1.3883], [3.9474, 6.3419, -0.6500], [3.1090, 3.4772, -0.5876], [-0.4569, 1.4136, 1.4206], [-0.4501, 0.5825, -0.0815]]}